[1]
# C15H24BF9IO7

A 4-piece molecular cluster, C15H24BF9IO7 overall (ωB97M-V/def2-TZVPD, OMol25).

As for the total charge: -1. Its LUMO energy is 2.16 eV. Its highest occupied orbital energy is -4.38 eV. The calculation puts the total energy at -2334.03485 a.u. The HOMO-LUMO gap comes out at 0.2403 Ha.

The geometry in XYZ format:
```
57
Properties=species:S:1:pos:R:3:forces:R:3
C -2.03928 0.37825 -0.83621 0.2 0.4 0.1
C -0.91438 -0.82274 -0.76204 -1.7 -1.1 0.9
O -0.94555 -1.57976 -2.04403 0.5 2.3 -0.7
C -1.38461 -1.90701 0.41674 -0.3 0.5 -0.9
B -0.57222 -1.43386 1.79721 0.0 -0.2 -1.8
I -2.10933 -1.09803 3.32806 -0.6 0.2 1.3
H -1.64775 1.37683 -0.36041 -0.7 -1.9 -0.8
H -3.03394 0.08215 -0.28486 2.1 0.5 -1.1
H -2.31644 0.60581 -1.95011 0.6 -0.4 1.9
H 0.16839 -0.43308 -0.53537 -2.1 -0.7 -0.5
H -0.83593 -0.88207 -2.76917 -0.2 -1.4 1.5
H -2.55194 -1.84123 0.63251 2.4 -0.1 -1.0
H -1.14923 -3.01603 0.10085 -0.3 2.2 0.3
H -0.02547 -0.38371 1.63522 -0.1 0.4 0.1
H 0.25243 -2.22530 2.08178 0.4 -0.6 0.7
C 5.18276 -1.26762 0.36676 -0.3 -0.1 -0.2
C 5.23558 -0.10002 1.33434 0.3 -0.6 0.2
O 4.58811 1.05189 0.77183 -1.4 0.7 0.0
C 3.22073 1.08276 0.86980 0.2 -3.1 1.7
O 2.55251 0.19612 1.39560 1.5 2.7 -1.5
C 2.66755 2.37821 0.27838 -1.4 1.8 -1.1
F 3.23285 2.69341 -0.92270 -0.2 -0.5 0.9
F 2.88709 3.44902 1.09375 0.1 -1.0 -0.3
F 1.32239 2.33415 0.06213 1.5 -0.4 0.4
H 5.60116 -0.98248 -0.60409 0.1 0.0 0.2
H 5.74431 -2.12065 0.75832 -0.1 0.1 0.0
H 4.15132 -1.58568 0.18697 0.1 0.0 0.2
H 6.27923 0.17883 1.51450 -0.3 0.3 -0.2
H 4.79932 -0.35857 2.30582 -0.2 0.1 -0.3
C -0.01977 -3.56413 -5.41625 0.2 -0.2 -0.2
C -1.15450 -2.58331 -5.64572 0.1 -0.4 1.0
O -1.06623 -2.00673 -6.95808 -0.8 -0.5 -2.1
C -1.56623 -2.76566 -7.98487 -0.5 -1.8 2.9
O -2.06376 -3.87859 -7.83337 1.1 2.6 -1.0
C -1.45387 -2.01722 -9.31196 0.3 1.1 -2.2
F -0.23569 -1.42716 -9.48335 -0.9 -0.6 0.5
F -2.37714 -1.01920 -9.41768 0.6 -0.9 0.5
F -1.63860 -2.82278 -10.39599 0.1 0.4 1.4
H 0.94711 -3.08439 -5.60042 -0.2 0.0 0.2
H -0.03770 -3.94392 -4.39070 0.0 0.2 -0.1
H -0.08783 -4.41469 -6.10129 -0.1 0.1 0.1
H -1.07483 -1.75790 -4.93034 0.0 0.0 -0.4
H -2.13288 -3.05152 -5.48912 0.2 0.1 -0.3
C -1.08015 3.62118 4.43104 -0.3 0.2 0.0
C -0.56490 2.82674 5.61665 0.3 -0.3 -0.9
O -1.17555 3.28257 6.83396 -1.7 -0.3 1.2
C -2.42853 2.79309 7.09994 0.8 -1.6 -3.1
O -3.02856 2.01334 6.36437 1.0 2.0 2.3
C -2.93805 3.31760 8.44130 -1.0 0.8 1.9
F -2.72396 4.65567 8.60025 0.0 -1.0 -0.4
F -2.32630 2.70749 9.49637 -0.2 0.2 -1.0
F -4.27650 3.12655 8.61514 1.3 0.0 -0.6
H -0.93890 4.69439 4.59592 0.1 -0.1 0.0
H -0.55827 3.33138 3.51454 -0.1 0.0 0.2
H -2.15253 3.46096 4.28381 0.2 -0.2 0.0
H 0.51332 2.98645 5.72323 -0.3 0.1 0.3
H -0.71886 1.75024 5.48098 -0.2 0.2 0.1
```
Positions in Å, forces in eV/Å.

***

[2]
# C15H24CaN6O6

C15H24CaN6O6 as an isolated structure (ωB97M-V/def2-TZVPD, OMol25).

Its LUMO energy (alpha / beta) is -1.65 / -1.59 eV. Its highest occupied orbital energy (alpha / beta) is -6.67 / -6.67 eV. The calculation puts the total energy at -2043.31821 a.u. The calculation puts the energy relative to the best compared isomer or geometry (same formula, charge and spin) at 7.74 kcal/mol. The HOMO-LUMO gap (alpha / beta) comes out at 0.1843 / 0.1867 Ha.

The geometry in XYZ format:
```
52
Properties=species:S:1:pos:R:3:forces:R:3
O -1.84222 -2.16474 -2.29409 -0.2 2.4 1.6
H -1.39958 -2.78477 -3.18528 0.2 0.5 0.1
Ca -1.02805 -0.00913 -0.48015 2.1 -1.8 0.0
N -1.10892 1.85523 -2.10717 -0.5 0.9 -0.4
N 0.87146 0.26986 -2.04524 1.4 -0.5 -0.8
N -1.78226 -0.90101 1.70807 1.4 -0.7 2.0
N 0.50975 -1.47916 0.77114 0.0 -0.8 2.7
O -2.09815 2.65226 -2.00919 0.7 -0.2 -0.4
O -2.86934 -0.39700 2.16874 -0.7 0.2 0.1
O 1.80631 -1.58566 0.34637 0.7 0.3 -1.5
O 1.85274 -0.58995 -2.01626 -0.9 1.2 -0.5
C 0.94093 1.21483 -3.02379 -0.6 -0.5 0.8
C -0.14679 2.13127 -3.03260 0.1 -0.5 0.4
C -0.95736 -1.52485 2.59141 -1.6 1.1 -1.7
C 0.35162 -1.80759 2.06521 0.2 1.0 -3.2
C -0.21134 3.29128 -3.96172 -0.1 0.3 -0.1
H -0.24870 2.95446 -5.00829 0.0 0.1 0.3
H 0.68074 3.92479 -3.84931 -0.3 -0.1 0.0
H -1.10445 3.88498 -3.74847 0.2 -0.1 0.0
C 2.08969 1.26598 -3.96794 0.1 0.1 -0.3
H 2.22849 0.29432 -4.45890 0.0 0.2 0.2
H 3.01884 1.50905 -3.43282 -0.2 -0.2 -0.1
H 1.93267 2.02556 -4.73964 0.0 -0.2 0.2
C -1.29070 -1.71906 4.02131 -0.2 -0.1 0.2
C 1.46730 -2.27059 2.94075 0.3 -0.4 -0.1
H -2.37862 -1.73407 4.13384 0.2 0.0 0.1
H -0.88574 -0.90376 4.64124 -0.2 -0.2 0.0
H -0.86652 -2.66478 4.37673 -0.2 0.2 0.1
H 2.24686 -2.73821 2.32877 -0.1 0.2 0.2
H 1.10024 -2.99280 3.67995 0.1 0.2 -0.2
H 1.91511 -1.43125 3.49776 -0.2 -0.2 -0.2
H -3.27961 0.78566 0.76639 0.3 -0.4 0.2
H 1.78159 -1.21337 -0.62947 0.3 -0.9 1.4
C -1.85514 -3.83858 -3.58826 -1.4 -2.9 -1.4
H -2.79730 -3.61699 -4.09515 0.3 0.2 0.0
H -2.09838 -4.46708 -2.73127 0.4 0.2 -0.1
H -1.17523 -4.34864 -4.27252 0.3 0.4 0.1
O -2.77986 0.97364 -0.06306 -2.5 1.7 0.2
H -2.67881 -1.77540 -2.61323 0.3 -0.4 -0.2
H -3.06117 1.79815 -0.51587 0.2 -0.4 0.2
N -0.20833 1.54236 5.87464 1.0 0.1 -2.5
C 0.22733 1.57340 4.78663 -0.9 0.2 2.4
C 0.78431 1.58659 3.45765 0.0 0.1 -0.3
C 2.16898 1.50217 3.25197 -0.1 -0.1 0.1
C 2.64985 1.42813 1.95424 -0.3 0.1 -0.3
C 1.72546 1.40150 0.90630 0.3 0.0 0.4
N 0.41028 1.45002 1.10958 -0.3 0.6 -0.3
C -0.06299 1.63473 2.34311 0.2 -0.5 0.2
H 2.83482 1.50006 4.11659 -0.1 -0.1 -0.3
H 3.70708 1.37419 1.71350 -0.1 0.0 0.2
H 2.05337 1.34419 -0.13418 -0.1 -0.2 0.4
H -1.14025 1.78979 2.45197 0.3 -0.3 0.0
```
Positions in Å, forces in eV/Å.

***

[3]
# C15H24CrN4O5

C15H24CrN4O5 as an isolated structure (ωB97M-V/def2-TZVPD, OMol25).

Its LUMO energy (alpha / beta) is 0.36 / 0.18 eV. Its highest occupied orbital energy (alpha / beta) is -4.76 / -5.84 eV. The calculation puts the total energy at -2225.49014 a.u. The calculation puts the energy relative to the best compared isomer or geometry (same formula, charge and spin) at 12.92 kcal/mol. Its multiplicity is 5. The HOMO-LUMO gap (alpha / beta) comes out at 0.1880 / 0.2210 Ha.

The geometry in XYZ format:
```
49
Properties=species:S:1:pos:R:3:forces:R:3
O 2.14066 1.73548 -1.94994 -0.9 0.7 0.8
H 2.24441 2.43774 -2.60768 -0.2 -0.2 0.3
Cr 0.11754 -0.06735 -0.27641 -1.0 -3.0 0.0
N -1.64424 -0.66041 -0.98514 0.7 0.5 0.7
N 0.54632 -0.73402 -2.15266 -0.7 0.4 0.8
O -2.86106 -0.98964 -0.34490 0.2 0.3 0.6
O 1.80117 -0.70896 -2.76443 0.6 0.9 0.0
C -1.73797 -0.91549 -2.29300 0.7 -0.9 -0.3
C -0.49144 -1.01854 -2.96117 -0.6 0.4 1.0
C -3.08862 -1.25672 -2.78676 -0.4 -0.4 -1.1
C -0.34269 -1.37550 -4.39109 -0.2 0.0 -0.6
H -3.80284 -0.45949 -2.54153 0.1 -0.3 0.0
H -3.44847 -2.19403 -2.33610 0.0 0.3 -0.1
H -3.08511 -1.38023 -3.87366 0.0 0.0 0.1
H 0.64148 -1.78802 -4.62150 -0.1 0.1 0.2
H -0.49518 -0.48690 -5.01771 0.1 -0.2 -0.1
H -1.10415 -2.11351 -4.66108 0.1 0.1 -0.1
H -2.70056 -0.85221 0.60778 0.1 -0.1 -0.5
H 2.11140 0.23040 -2.53891 -0.4 -1.4 -0.4
O 0.01433 -2.55950 0.60467 0.3 -0.6 0.1
H -0.66940 -3.14979 0.25946 0.1 0.2 0.0
H 0.84191 -3.06424 0.52674 -0.3 0.3 0.0
C 0.97977 2.02447 -1.07193 1.0 1.4 -0.7
H 1.33026 2.02178 -0.03757 0.0 -0.2 -0.2
H 0.13481 1.32546 -1.32770 0.4 1.1 -0.5
H 0.60390 3.04174 -1.25890 0.1 -0.4 0.0
O -1.92256 4.49453 -0.08852 -0.1 -0.4 0.2
H -2.65630 3.94457 -0.39916 0.2 0.2 0.0
H -1.75437 4.17040 0.80775 0.0 0.1 -0.2
C -2.44090 0.65739 3.14416 -0.6 0.6 -1.7
C -1.63305 0.23184 4.19605 1.7 -0.7 0.7
C -0.29419 -0.05892 3.94682 -1.1 0.1 0.5
C 0.17788 -0.02113 2.63033 1.7 -0.2 -0.2
N -0.65860 0.26191 1.58912 -0.8 1.3 -0.6
C -1.90477 0.72418 1.85798 0.2 -0.5 1.2
C 1.56600 -0.22464 2.25814 -1.5 0.3 0.5
C 2.61679 -0.24605 3.18314 1.1 -0.3 0.0
C 3.92599 -0.33795 2.72617 -1.0 0.1 0.8
C 4.14881 -0.40539 1.34326 0.1 -0.1 -1.1
C 3.06913 -0.39324 0.46710 0.3 0.1 0.9
N 1.80310 -0.28886 0.91582 0.5 0.2 -1.0
H -3.48091 0.93453 3.28993 0.2 0.1 0.1
H -2.02583 0.12516 5.20223 0.0 0.1 -0.1
H 0.40887 -0.33951 4.72969 -0.4 0.1 0.0
H -2.46209 1.13277 1.01147 0.1 -0.3 0.3
H 2.37226 -0.16815 4.23742 0.3 0.0 -0.1
H 4.75580 -0.35007 3.43572 -0.2 0.0 -0.3
H 5.15344 -0.44747 0.93192 -0.2 -0.1 0.1
H 3.19925 -0.43839 -0.61540 0.0 0.0 0.3
```
Positions in Å, forces in eV/Å.

***

[4]
# C15H24F3I2N2O6S

A 2-piece molecular cluster, C15H24F3I2N2O6S overall (ωB97M-V/def2-TZVPD, OMol25).

As for the total charge: -1. Its LUMO energy is 1.71 eV. Its highest occupied orbital energy is -4.79 eV. The calculation puts the total energy at -2439.95571 a.u. The calculation puts the energy relative to the best compared isomer or geometry (same formula, charge and spin) at 15.75 kcal/mol. The HOMO-LUMO gap comes out at 0.2387 Ha.

The geometry in XYZ format:
```
53
Properties=species:S:1:pos:R:3:forces:R:3
C 1.63731 2.72467 -2.17093 -0.3 -1.0 0.4
C 0.97367 1.59093 -2.44318 0.3 1.0 -0.2
C 0.07708 0.87772 -1.43527 0.7 -0.9 -0.2
C 1.03426 -0.03558 -0.60620 -0.2 0.3 1.2
C 0.91542 -0.07401 0.93678 0.4 -0.1 0.2
C 2.16528 0.50916 1.58731 -0.1 -0.1 0.2
C 2.17724 0.38403 3.11770 1.0 -0.1 -0.6
C 2.61722 -1.01197 3.56588 -0.5 -0.1 0.3
N 1.43672 -1.87134 3.78309 0.3 0.2 0.1
C -1.03308 0.00417 -2.14275 0.4 0.0 -0.2
C -1.42026 0.46485 -3.55116 -0.8 -0.4 -0.1
F -0.51247 0.07741 -4.46615 -0.2 0.5 0.2
F -1.66557 1.77638 -3.66589 0.3 -0.3 -0.2
F -2.58180 -0.15901 -3.94032 0.3 0.2 0.1
C -2.25976 -0.29657 -1.28029 0.2 0.5 1.2
C -2.01960 -1.22278 -0.07005 -1.7 -0.9 -0.1
I -0.95995 -3.01414 -0.57342 1.2 0.5 -1.0
C -3.45779 -1.59940 0.49970 1.3 -0.7 0.9
C -3.82549 -0.74446 1.72326 0.0 0.5 -0.4
I -3.45279 -3.65580 1.24142 -1.5 -0.1 0.7
C -2.85716 1.01080 -0.74706 -0.7 -0.4 -0.9
O -2.03420 1.61688 0.24407 0.8 -0.4 -0.3
S -0.71066 2.22724 -0.47126 0.3 2.3 0.2
O 0.14380 2.71901 0.56008 0.0 -0.9 0.6
O -1.19390 3.26361 -1.33491 -0.5 -0.6 -0.6
H 1.95385 2.89512 -1.14940 -0.8 0.9 0.2
H 1.85179 3.45883 -2.93102 1.0 -0.4 -0.3
H 1.17754 1.12578 -3.39874 -1.0 0.2 -0.3
H 2.05759 0.24642 -0.81918 0.1 0.1 -0.2
H 0.98352 -1.05750 -0.95586 -0.1 0.0 -0.4
H 0.04673 0.41608 1.37582 -0.1 0.1 -0.2
H 0.87987 -1.11476 1.25725 -0.2 -0.1 0.0
H 3.00953 -0.06143 1.20495 0.2 0.1 -0.1
H 2.33833 1.54327 1.29094 -0.3 0.1 -0.1
H 2.94387 1.07503 3.47031 -0.1 0.2 0.2
H 1.22232 0.67141 3.55780 -0.1 0.0 0.1
H 3.24149 -1.47534 2.80625 0.0 0.0 -0.2
H 3.25209 -0.93288 4.45635 -0.1 0.0 0.2
H 1.72969 -2.79044 4.08959 0.0 -0.1 0.0
H 0.91117 -1.46278 4.54652 -0.2 -0.1 0.0
H -0.56105 -0.95696 -2.33739 0.2 0.0 -0.1
H -3.07619 -0.74989 -1.83150 0.3 -0.2 -0.6
H -1.52869 -0.76194 0.77332 0.6 0.0 -0.2
H -4.21025 -1.61478 -0.27761 -0.1 0.1 -0.1
H -2.97604 -0.14410 2.04350 0.1 0.0 0.0
H -4.60469 -0.03030 1.46416 -0.2 0.0 0.1
H -4.12887 -1.33143 2.57732 -0.3 -0.1 0.0
H -3.85093 0.83247 -0.35449 0.0 0.1 0.5
H -3.00734 1.67264 -1.59976 0.1 0.3 0.1
N 4.29413 -1.25597 -1.90785 -0.1 0.0 -0.1
O 3.50214 -0.84480 -2.78754 0.0 0.0 0.0
O 5.39026 -1.74325 -2.22462 0.0 0.0 0.0
O 3.96459 -1.17032 -0.69957 0.0 0.0 0.1
```
Positions in Å, forces in eV/Å.